(1)
Molecular formula: C5H14
Method: DFT, the ωB97M-V functional and the def2-TZVPD basis

XYZ file:
```
19
Properties=species:S:1:pos:R:3:lowdin_charge:R:1
C -1.986 -0.414 1.907 -0.160
C -0.813 0.459 2.353 -0.164
H -2.852 0.218 1.714 0.061
H -1.730 -1.031 1.043 0.052
H -2.259 -1.119 2.700 0.061
H -1.126 1.310 2.964 0.064
H -0.283 0.879 1.502 0.027
H -0.082 -0.074 2.958 0.062
C 0.676 0.188 -1.904 -0.301
C 0.875 -1.319 -1.697 -0.119
C 1.353 1.094 -0.860 -0.114
H 1.085 0.432 -2.890 0.090
H -0.383 0.426 -2.009 0.093
H 0.011 -1.766 -1.205 0.058
H 2.070 1.764 -1.313 0.063
H 1.687 -1.526 -1.001 0.061
H 1.075 -1.845 -2.624 0.062
H 0.648 1.641 -0.241 0.044
H 1.867 0.472 -0.131 0.060
```

Output
LUMO energy (eV): 1.16
Structure (SMILES): CCC.CC
Highest occupied orbital energy (eV): -11.26
ΔE to the lowest compared entry with this formula, charge and spin (eV): 0.344
Net charge: 0
E_tot (Ha): -198.87653
Spin multiplicity: 1
Molecular weight (g/mol): 74.2

(2)
Molecular formula: C2H8N6
Method: DFT, the ωB97M-V functional and the def2-TZVPD basis

XYZ file:
```
16
Properties=species:S:1:pos:R:3:lowdin_charge:R:1
C 1.259 0.124 0.011 -0.581
C -1.201 0.192 -0.108 -0.416
H 0.431 -2.050 0.878 0.087
H 0.771 -2.190 -0.802 0.136
H 2.312 1.762 0.001 0.129
H 0.565 1.973 0.161 0.077
H 3.126 0.064 -0.040 0.094
H -2.167 -1.427 -0.041 0.097
H -3.362 -0.019 0.534 0.108
H -1.967 2.110 -0.395 0.077
N 0.034 -1.851 -0.043 0.040
N 0.021 -0.431 -0.238 -0.102
N 1.416 1.380 0.450 0.086
N 2.285 -0.686 -0.178 0.050
N -2.451 -0.444 0.281 0.094
N -1.075 1.493 -0.471 0.024
```

Output
LUMO energy (eV): 0.84
Structure (SMILES): [H]/N=C(\N)N(N)/C(N)=N/[H]
Highest occupied orbital energy (eV): -8.77
ΔE to the lowest compared entry with this formula, charge and spin (eV): 2.142
Net charge: 0
E_tot (Ha): -409.45794
Spin multiplicity: 1
Molecular weight (g/mol): 116.1

(3)
Molecular formula: C2H11N3
Method: DFT, the ωB97M-V functional and the def2-TZVPD basis

XYZ file:
```
16
Properties=species:S:1:pos:R:3:lowdin_charge:R:1
C -2.962 -0.249 -1.178 -0.190
N -1.461 -0.479 -1.225 -0.099
H -3.410 -0.151 -2.227 0.076
H -3.478 -1.184 -0.707 0.081
H -3.207 0.654 -0.671 0.029
H -1.079 -1.051 -2.002 0.062
H -1.192 -0.897 -0.322 0.034
N 2.744 -0.421 0.514 -0.055
C 2.035 0.733 0.982 -0.424
N 0.662 0.481 0.649 -0.011
H 2.589 -1.318 1.010 0.070
H 3.762 -0.305 0.828 0.086
H 2.324 1.692 0.476 0.118
H 2.333 0.868 2.053 0.106
H 0.118 1.240 0.276 0.058
H 0.222 0.388 1.545 0.056
```

Output
LUMO energy (eV): 1.04
Structure (SMILES): NCN.CN
Highest occupied orbital energy (eV): -8.74
ΔE to the lowest compared entry with this formula, charge and spin (eV): 1.367
Net charge: 0
E_tot (Ha): -247.00006
Spin multiplicity: 1
Molecular weight (g/mol): 77.1

(4)
Molecular formula: C23H30N4O5
Method: DFT, the ωB97M-V functional and the def2-TZVPD basis

XYZ file:
```
62
Properties=species:S:1:pos:R:3:lowdin_charge:R:1
O -0.988 -2.817 4.309 0.037
O -4.443 -0.778 6.376 0.038
N 0.837 0.539 -2.717 0.077
O -1.089 -2.547 -0.697 0.046
O 1.405 3.249 -5.917 0.045
O 5.526 1.333 -7.154 -0.088
C -0.389 -1.944 4.919 -0.540
C -3.499 -1.272 5.763 -0.466
C 1.127 1.468 -3.591 -0.308
C -0.563 -0.922 0.987 -0.027
C -2.709 -2.089 1.012 0.007
C 4.344 0.389 -5.222 -0.016
C 3.452 2.230 -6.484 0.053
C 3.241 0.443 -4.368 0.000
C -0.948 -0.201 2.133 -0.040
C -3.088 -1.372 2.164 -0.024
C -1.445 -1.869 0.425 -0.314
C 4.467 1.298 -6.283 -0.276
C 2.348 2.299 -5.634 -0.233
C 2.237 1.409 -4.548 -0.084
C -2.204 -0.432 2.730 -0.235
N -3.451 -2.580 5.495 0.035
N 0.266 2.530 -3.491 0.076
N -0.948 -0.844 5.436 0.124
C 6.798 0.924 -6.631 -0.072
C 1.100 -2.083 5.131 0.008
C -4.480 -3.547 5.875 -0.052
C -1.056 3.384 -1.628 -0.062
C -0.350 0.959 -1.945 -0.175
C -0.852 2.238 -2.614 -0.350
C -2.596 0.340 3.978 -0.096
C -2.339 -0.343 5.337 -0.170
H -0.286 -2.197 -1.089 0.097
H 1.677 3.742 -6.706 0.119
H 0.404 -0.754 0.538 0.106
H -3.373 -2.818 0.573 0.110
H 5.097 -0.370 -5.047 0.105
H 3.553 2.913 -7.319 0.127
H 3.169 -0.265 -3.546 0.115
H -0.272 0.524 2.562 0.107
H -4.052 -1.552 2.619 0.111
H -2.651 -2.914 4.966 0.084
H 0.156 3.093 -4.333 0.121
H -0.315 -0.246 5.939 0.142
H 6.845 -0.166 -6.538 0.086
H 6.984 1.375 -5.651 0.098
H 7.593 1.242 -7.311 0.091
H 1.428 -3.029 4.700 0.088
H 1.321 -2.072 6.196 0.083
H 1.613 -1.263 4.632 0.082
H -4.702 -3.451 6.939 0.084
H -4.134 -4.561 5.669 0.084
H -5.392 -3.354 5.308 0.083
H -0.130 3.589 -1.081 0.082
H -1.352 4.292 -2.161 0.072
H -1.840 3.128 -0.909 0.078
H -0.069 1.147 -0.904 0.095
H -1.123 0.185 -1.957 0.107
H -1.768 2.041 -3.183 0.140
H -3.652 0.602 3.910 0.125
H -2.044 1.281 3.973 0.114
H -2.400 0.466 6.066 0.146
```

Output
LUMO energy (eV): 0.53
Structure (SMILES): CNC(=O)[C@H](Cc1ccc(O)cc1)NC(C)=O.COc1ccc(C2=NC[C@@H](C)N2)c(O)c1
Highest occupied orbital energy (eV): -8.02
ΔE to the lowest compared entry with this formula, charge and spin (eV): 0.615
Net charge: 0
E_tot (Ha): -1489.68439
Spin multiplicity: 1
Molecular weight (g/mol): 442.5

(5)
Molecular formula: C9H14OS3
Method: DFT, the ωB97M-V functional and the def2-TZVPD basis

XYZ file:
```
27
Properties=species:S:1:pos:R:3:lowdin_charge:R:1
C 1.672 1.939 -1.249 0.000
C 2.678 1.146 -0.912 -0.271
C 2.744 0.502 0.425 -0.552
C 0.404 -2.343 0.814 -0.497
C -0.939 -2.368 0.562 -0.240
C -1.603 -2.215 -0.791 -0.357
C -1.553 0.552 -0.583 -0.358
C -1.341 1.007 0.826 -0.239
C -1.472 2.304 1.166 0.007
H 1.687 2.442 -2.223 0.065
H 0.842 2.180 -0.570 0.050
H 3.543 1.006 -1.571 0.105
H 3.573 0.953 1.017 0.088
H 1.810 0.598 0.979 0.061
H 0.806 -2.396 1.822 0.066
H -1.654 -2.543 1.397 0.117
H -0.851 -2.050 -1.567 0.050
H -2.174 -3.102 -1.086 0.089
H -0.576 0.189 -0.978 0.076
H -1.930 1.376 -1.189 0.081
H -0.967 0.233 1.545 0.110
H -1.186 2.670 2.172 0.069
H -1.816 3.022 0.434 0.058
O -3.603 -0.861 0.467 -0.533
S 3.156 -1.282 0.387 0.506
S 1.544 -2.168 -0.512 0.535
S -2.795 -0.792 -0.782 0.912
```

Output
LUMO energy (eV): 0.52
Highest occupied orbital energy (eV): -8.58
ΔE to the lowest compared entry with this formula, charge and spin (eV): 0.684
Net charge: 0
E_tot (Ha): -1621.03619
Spin multiplicity: 1
Molecular weight (g/mol): 234.4

(6)
Molecular formula: C28H30O22Pd3
Method: DFT, the ωB97M-V functional and the def2-TZVPD basis

XYZ file:
```
83
Properties=species:S:1:pos:R:3:lowdin_charge:R:1
Pd -2.609 -3.002 2.086 0.974
Pd 2.864 -0.246 -3.590 0.750
Pd -3.332 0.451 1.816 0.754
C -6.048 -1.872 3.608 -0.109
C -4.634 -1.499 3.961 -0.398
O -3.764 -1.434 2.829 -0.513
H -6.226 -2.816 3.102 0.069
H -6.481 -1.070 2.982 0.073
H -6.726 -1.768 4.465 0.075
H -4.200 -2.339 4.541 0.103
H -4.595 -0.623 4.617 0.107
C -0.749 -1.120 4.176 -0.079
C -0.134 -2.510 4.060 -0.404
O -0.784 -3.410 3.273 -0.215
H -1.813 -1.113 4.400 0.054
H -0.493 -0.504 3.316 0.060
H -0.254 -0.655 5.036 0.081
H 0.005 -2.908 5.084 0.124
H 0.930 -2.384 3.768 0.088
C -1.378 -3.391 -2.200 0.142
C -1.540 -3.917 -0.882 -0.345
C -0.509 -4.877 -0.333 -0.327
O -0.669 -5.333 0.792 0.129
C 0.653 -5.212 -1.099 0.174
C 0.826 -4.692 -2.454 -0.301
C -0.233 -3.700 -3.023 -0.342
O -0.114 -3.354 -4.169 0.137
O 1.765 -4.996 -3.155 0.148
O -2.519 -3.608 -0.211 0.020
H -2.171 -2.828 -2.675 0.139
H 1.400 -5.897 -0.725 0.140
C 0.208 -1.229 -0.260 0.037
C -0.948 -0.540 0.158 -0.316
C -1.192 0.874 -0.333 -0.337
O -2.010 1.534 0.309 -0.041
C -0.393 1.396 -1.372 0.040
C 0.700 0.695 -1.851 -0.331
C 0.973 -0.737 -1.326 -0.344
O 1.989 -1.296 -1.739 -0.027
O 1.544 1.127 -2.668 -0.092
O -1.600 -0.967 1.111 -0.084
H 0.494 -2.179 0.156 0.111
H -0.745 2.334 -1.785 0.108
C -1.983 2.132 -4.906 -0.109
C -3.413 1.955 -5.433 -0.116
O -4.025 3.198 -5.107 0.072
C -3.327 3.799 -4.118 -0.575
O -3.606 4.806 -3.577 0.181
O -2.150 3.155 -3.915 0.039
H -1.202 2.329 -5.640 0.130
H -1.654 1.235 -4.373 0.120
H -3.847 1.007 -5.122 0.129
H -3.385 1.921 -6.526 0.129
C -0.623 4.958 0.826 -0.115
C -1.919 4.959 0.008 -0.116
O -2.872 4.680 1.033 0.049
C -2.422 5.272 2.173 -0.575
O -3.080 5.515 3.110 0.182
O -1.069 5.431 2.102 0.056
H 0.074 5.651 0.351 0.127
H -0.128 3.993 0.915 0.124
H -1.897 4.144 -0.711 0.106
H -2.139 5.891 -0.510 0.135
C 7.448 2.516 -1.567 -0.095
C 6.463 3.717 -1.625 -0.091
O 5.223 3.082 -1.909 0.083
C 5.355 1.754 -1.976 -0.572
O 4.469 1.012 -2.250 0.110
O 6.627 1.384 -1.819 0.084
H 7.861 2.418 -0.566 0.130
H 8.214 2.679 -2.318 0.128
H 6.709 4.363 -2.461 0.128
H 6.447 4.243 -0.677 0.129
C 3.244 -3.101 2.052 -0.100
C 3.071 -1.678 1.517 -0.143
O 3.437 -0.843 2.578 0.077
C 4.131 -1.574 3.488 -0.586
O 4.632 -1.124 4.447 0.184
O 4.158 -2.869 3.125 0.065
H 3.700 -3.834 1.395 0.130
H 2.287 -3.493 2.414 0.116
H 2.051 -1.511 1.183 0.089
H 3.648 -1.559 0.592 0.132
```

Output
LUMO energy (spin up / spin down) (eV): -1.59 / -4.00
Highest occupied orbital energy (spin up / spin down) (eV): -8.63 / -8.31
Net charge: 0
E_tot (Ha): -3123.56386
Spin multiplicity: 7
⟨S²⟩: 12.060
Molecular weight (g/mol): 1037.8

(7)
Molecular formula: C34H88AlF4N8O34S4
Method: DFT, the ωB97M-V functional and the def2-TZVPD basis

XYZ file:
```
173
Properties=species:S:1:pos:R:3:lowdin_charge:R:1
Al 1.912 -2.481 -0.940 -0.022
N -1.351 0.705 1.080 -0.258
S -0.403 1.944 0.870 0.491
O -0.979 3.150 1.305 -0.205
O 0.167 1.892 -0.429 -0.256
F 0.760 1.438 1.804 -0.130
S -1.697 -0.227 -0.033 0.787
O -1.479 0.050 -1.476 -0.251
O -2.243 -1.500 0.271 -0.225
F 0.873 -0.923 -0.723 -0.190
N 8.874 0.037 1.755 -0.312
S 9.837 0.534 2.921 0.590
O 10.142 1.907 2.781 -0.203
O 10.811 -0.474 3.252 -0.237
F 8.528 0.229 3.885 -0.196
S 9.155 -0.802 0.401 0.909
O 10.511 -1.279 0.114 -0.249
O 8.008 -1.424 -0.358 -0.293
F 2.156 -2.833 0.736 -0.110
C -0.490 1.907 -4.943 -0.128
O 0.791 1.996 -4.388 -0.182
C 1.278 3.381 -4.482 -0.167
C 2.408 3.428 -3.545 -0.244
O 2.891 4.698 -3.192 -0.196
C 4.095 4.679 -2.420 -0.064
H -1.125 2.813 -4.814 0.079
H -1.055 1.111 -4.447 0.084
H -0.462 1.770 -5.993 0.074
H 0.441 3.990 -4.165 0.084
H 1.472 3.642 -5.533 0.142
H 3.250 2.912 -4.033 0.113
H 2.107 2.761 -2.719 0.130
H 4.818 4.213 -3.018 0.057
H 3.904 3.906 -1.571 0.111
H 4.180 5.703 -2.059 0.085
C 3.352 -3.591 -3.197 0.023
O 2.212 -3.064 -2.536 -0.151
C 0.926 -3.459 -3.123 -0.039
C 0.307 -4.375 -2.074 -0.074
O 0.224 -3.484 -0.912 -0.178
C -0.415 -4.191 0.226 0.054
H 3.858 -4.323 -2.530 0.095
H 4.158 -2.835 -3.429 0.121
H 3.037 -4.171 -4.015 0.098
H 1.168 -3.870 -4.081 0.121
H 0.418 -2.503 -3.327 0.165
H 1.037 -5.197 -1.872 0.158
H -0.690 -4.770 -2.373 0.142
H -0.947 -3.438 0.767 0.068
H 0.435 -4.552 0.767 0.079
H -1.131 -4.857 -0.248 0.114
C -5.313 -2.927 -0.401 -0.087
O -5.379 -1.811 0.464 -0.208
C -5.944 -0.706 -0.210 -0.203
C -5.633 0.484 0.603 -0.207
O -4.294 0.843 0.380 -0.207
C -4.088 2.056 0.997 -0.119
H -6.162 -2.854 -1.100 0.093
H -5.311 -3.830 0.175 0.076
H -4.449 -2.907 -1.067 0.079
H -7.031 -0.797 -0.295 0.134
H -5.540 -0.566 -1.287 0.147
H -5.815 0.310 1.682 0.151
H -6.195 1.347 0.285 0.126
H -4.672 2.892 0.530 0.115
H -3.013 2.298 0.888 0.059
H -4.427 2.017 2.035 0.076
C -4.460 1.627 4.800 -0.100
O -3.557 0.936 3.957 -0.192
C -2.274 0.634 4.535 -0.152
C -2.470 -0.134 5.855 -0.213
O -3.531 -1.053 5.701 -0.219
C -3.889 -1.517 7.000 -0.087
H -4.017 2.494 5.300 0.102
H -4.965 1.071 5.570 0.080
H -5.271 1.930 4.186 0.070
H -1.655 1.514 4.740 0.111
H -1.746 -0.003 3.837 0.109
H -2.760 0.537 6.658 0.109
H -1.568 -0.633 6.169 0.124
H -4.875 -1.927 6.903 0.086
H -3.888 -0.660 7.622 0.069
H -3.101 -2.217 7.313 0.093
C 4.847 -2.427 -0.367 0.031
O 3.682 -1.642 -0.854 -0.202
C 3.818 -0.284 -1.385 -0.057
C 4.013 -0.189 -2.997 -0.096
O 5.261 -0.882 -3.238 -0.236
C 6.283 0.051 -3.381 -0.106
H 5.558 -2.506 -1.215 0.103
H 4.405 -3.398 -0.177 0.051
H 5.269 -1.920 0.501 0.109
H 4.690 0.142 -0.921 0.116
H 2.958 0.206 -0.925 0.123
H 3.792 0.785 -3.508 0.131
H 3.289 -0.973 -3.315 0.106
H 6.084 0.682 -4.244 0.094
H 7.258 -0.489 -3.433 0.109
H 6.244 0.632 -2.447 0.086
C 4.868 2.461 4.944 -0.085
O 3.483 2.721 4.843 -0.206
C 2.662 1.763 4.261 -0.228
C 1.302 1.751 4.913 -0.184
O 0.454 2.865 4.572 -0.212
C 0.853 4.101 5.107 -0.114
H 5.295 3.273 5.439 0.065
H 5.364 2.392 3.930 0.103
H 5.035 1.524 5.491 0.093
H 3.108 0.773 4.400 0.131
H 2.538 1.980 3.216 0.105
H 1.482 1.625 5.998 0.140
H 0.760 0.887 4.601 0.102
H 1.810 4.441 4.620 0.077
H 1.038 4.029 6.201 0.099
H 0.027 4.840 4.862 0.111
C -3.975 -0.434 -3.770 -0.101
O -3.519 -0.196 -5.105 -0.234
C -4.363 0.699 -5.908 -0.149
C -4.130 2.148 -5.564 -0.234
O -5.272 2.829 -6.034 -0.191
C -5.383 4.066 -5.355 -0.102
H -3.637 0.311 -3.102 0.058
H -3.544 -1.409 -3.502 0.085
H -5.032 -0.534 -3.716 0.076
H -5.391 0.481 -5.737 0.111
H -4.088 0.510 -6.999 0.150
H -3.163 2.562 -5.990 0.137
H -4.106 2.284 -4.457 0.123
H -4.635 4.832 -5.729 0.111
H -5.278 3.909 -4.285 0.078
H -6.409 4.378 -5.576 0.092
C -2.490 -2.969 -6.154 0.069
N -1.575 -4.050 -5.585 -0.400
O -1.953 -4.642 -4.565 0.036
O -0.560 -4.325 -6.213 0.055
H -3.102 -3.377 -6.918 0.090
H -1.887 -2.215 -6.655 0.099
H -3.094 -2.492 -5.343 0.083
C 0.113 6.749 -2.756 0.075
N -1.291 6.185 -2.717 -0.420
O -1.400 5.025 -3.067 0.048
O -2.167 7.008 -2.426 0.055
H 0.713 5.930 -3.114 0.063
H 0.260 7.064 -1.733 0.082
H 0.109 7.675 -3.333 0.108
C -4.330 -6.584 6.013 0.074
N -3.912 -5.193 6.545 -0.412
O -3.328 -5.173 7.602 0.078
O -4.157 -4.240 5.848 0.054
H -5.341 -6.482 5.720 0.077
H -4.230 -7.334 6.778 0.084
H -3.716 -6.862 5.143 0.103
C 2.311 5.687 1.913 0.059
N 2.246 6.776 0.869 -0.411
O 1.244 7.469 0.800 0.073
O 3.234 6.841 0.140 0.043
H 3.131 5.855 2.541 0.081
H 2.469 4.772 1.362 0.094
H 1.391 5.586 2.464 0.084
C 4.887 -6.551 0.869 0.107
N 3.606 -5.822 0.359 -0.377
O 3.821 -5.251 -0.707 -0.028
O 2.525 -5.990 0.831 0.129
H 4.632 -7.493 1.315 0.095
H 5.338 -5.923 1.608 0.091
H 5.476 -6.583 -0.042 0.098
C -4.188 -2.739 2.958 0.056
N -3.543 -4.085 2.827 -0.437
O -4.246 -5.027 2.462 0.029
O -2.368 -4.182 3.008 0.062
H -5.251 -2.773 2.681 0.104
H -3.702 -2.091 2.248 0.072
H -4.016 -2.446 3.997 0.078
```

Output
LUMO energy (eV): -4.93
Highest occupied orbital energy (eV): -11.05
Net charge: +1
E_tot (Ha): -6577.93012
Spin multiplicity: 1
Molecular weight (g/mol): 1384.3

(8)
Molecular formula: C3H4O3
Method: DFT, the ωB97M-V functional and the def2-TZVPD basis

XYZ file:
```
10
Properties=species:S:1:pos:R:3:lowdin_charge:R:1
C 0.046 0.521 -0.175 0.043
C 0.269 0.966 1.204 -0.294
C 0.059 -0.778 -0.876 -0.528
O 1.295 0.075 1.111 -0.002
O -1.080 -1.480 -0.728 0.122
O 0.931 -1.072 -1.664 0.125
H -0.979 -2.270 -1.291 0.137
H -0.530 1.246 -0.748 0.143
H -0.552 0.754 1.907 0.123
H 0.542 2.039 1.259 0.131
```

Output
LUMO energy (spin up / spin down) (eV): -0.91 / -0.66
Highest occupied orbital energy (spin up / spin down) (eV): -9.74 / -10.50
ΔE to the lowest compared entry with this formula, charge and spin (eV): 4.830
Net charge: 0
E_tot (Ha): -342.27843
Spin multiplicity: 1
Molecular weight (g/mol): 88.1